# 1
8
Properties=species:S:1:pos:R:3:forces:R:3 method="wB97M-V/def2-TZVPD" e_lumo_ev=-0.61 homo_ev=-7.898 smiles="C=CP" e_above_lowest_ev=2.967 energy_ev=-11439.545
C -0.8301 -0.8203 0.2727 0.18 1.29 -0.48
C -0.6209 0.4477 -0.3030 0.72 -1.67 -0.03
P 1.1532 1.0492 -0.2876 -0.66 0.21 -1.74
H -1.2983 -0.9965 1.2561 -1.34 -0.14 -1.20
H -0.4583 -1.6897 -0.3029 1.38 0.40 1.40
H -1.3909 1.0742 -0.7699 0.10 0.62 1.75
H 1.5922 0.9566 1.0651 -0.35 -0.84 -0.26
H 1.8532 -0.0212 -0.9304 -0.03 0.13 0.55

=====

# 2
50
Properties=species:S:1:pos:R:3:forces:R:3 method="wB97M-V/def2-TZVPD" e_lumo_ev=0.16 homo_ev=-7.847 smiles="Cc1cc(NC(=O)Nc2cccc(-c3ncn(C)c3-c3cc4c(N)ncnc4s3)c2)on1" e_above_lowest_ev=1.008 energy_ev=-48917.132
O 0.3190 3.8242 -0.2837 1.81 0.82 -0.15
N -2.7326 -2.7080 1.3427 1.88 0.71 0.11
N 2.9030 1.4022 3.1737 0.20 0.08 2.34
N 4.2872 0.1212 0.0368 -1.78 -0.58 -0.40
N 3.6209 1.8248 -1.5125 3.45 -2.56 1.14
O 1.5012 1.6812 3.1346 0.27 -0.68 -1.60
S 2.1666 -1.4435 1.1642 1.05 0.71 -1.09
C -0.3804 3.4476 0.6196 0.31 -0.92 -0.27
C -1.8755 -3.6395 1.7709 -1.66 -0.52 -1.23
C 3.5104 2.3201 2.4820 -3.45 -0.78 -0.47
C 2.5165 2.9798 1.7019 1.94 1.18 -0.79
C 0.6520 -1.4016 0.2761 -0.05 1.06 -1.17
C 0.7107 -0.5302 -0.8129 0.08 0.42 1.17
C -1.9210 -1.7059 0.7857 1.05 -0.40 -0.30
C 1.3386 2.5570 2.1211 1.54 0.38 0.79
C -0.5495 -2.0819 0.7991 -1.28 -1.53 0.56
C 4.5178 1.1117 -0.8348 1.01 0.42 1.24
C 2.9913 -0.2905 0.0053 -1.23 -0.36 0.39
C 2.4297 1.2516 -1.5823 1.38 1.98 -0.36
C -3.9517 0.7330 -1.1909 -0.24 3.88 -0.91
C -3.5575 -0.4472 -0.7250 3.33 -0.79 2.11
C -3.3612 1.9831 -0.8193 -0.26 -1.00 0.69
C -1.9067 0.8300 0.7269 -0.20 -1.08 -0.27
C 1.9786 0.1755 -0.9083 0.99 -3.18 2.53
C -2.4433 -0.4101 0.1724 -0.17 0.03 2.31
C -2.3174 2.0401 0.1472 -1.25 -0.53 -1.52
N 0.1208 3.0823 1.8688 -2.30 -0.22 -0.49
N 1.7137 2.0707 -2.3058 -4.27 4.23 -1.54
N -1.7193 3.3130 0.3031 -1.26 0.83 0.59
N -0.5704 -3.3997 1.4184 -1.65 -0.13 0.40
C 4.9101 2.6286 2.4915 1.23 0.25 -0.14
C 0.4029 -4.4744 1.6910 2.01 3.22 -0.04
H -2.3182 -4.6429 2.1662 1.49 1.99 -0.56
H 2.7177 3.7721 1.0227 -0.12 0.37 -0.45
H -0.1371 -0.1637 -1.4046 0.26 -0.69 0.25
H 5.5674 1.4480 -0.8338 -0.54 -0.04 -0.22
H -4.6868 0.7608 -1.9696 -0.58 0.16 -0.14
H -3.9638 -1.3708 -1.0495 -0.24 -0.69 -0.16
H -3.8101 2.9280 -1.1677 0.44 -0.60 -0.12
H -1.2061 0.8483 1.6213 -0.77 -0.48 -1.55
H -0.4781 2.8521 2.6266 -1.30 0.04 0.19
H 2.3946 2.8471 -2.5796 -1.72 -1.26 0.27
H 0.9924 2.5069 -1.6461 0.64 -0.59 -1.73
H -1.9329 3.9734 -0.4933 0.38 -1.33 1.31
H 5.0303 3.4561 1.7779 0.65 -0.37 0.38
H 5.3410 2.8123 3.4707 -0.46 0.71 0.27
H 5.4525 1.7482 2.2482 0.68 -0.73 -1.04
H 0.8664 -4.9024 0.8413 0.13 -0.15 -1.27
H 1.2067 -4.0029 2.2622 0.24 -0.10 -0.11
H 0.1185 -5.2566 2.3085 -1.69 -1.16 1.07

=====

# 3
20
Properties=species:S:1:pos:R:3:forces:R:3 method="wB97M-V/def2-TZVPD" e_lumo_ev="0.70 / -2.47" homo_ev="-9.236 / -8.981" e_above_lowest_ev=1.647 energy_ev=-7909.334 multiplicity=2
C -2.3098 -1.5952 -0.8801 -1.19 0.16 0.39
C -3.1872 -0.7648 0.1026 0.24 0.19 -1.21
N 1.1278 1.1554 1.2432 -0.77 -0.76 -0.25
C 1.9659 0.0571 0.7936 0.39 0.35 -1.01
C 3.0435 0.4555 -0.2428 -0.70 0.93 -0.42
H -2.9379 -1.9439 -1.6953 0.02 -0.11 -0.19
H -1.9180 -2.4774 -0.3911 0.42 -0.06 -0.01
H -1.5385 -0.9790 -1.3217 0.45 -0.15 0.05
H -3.0650 -1.0687 1.1357 -0.13 0.08 0.08
H -2.9287 0.2867 -0.0214 0.12 0.03 0.43
H -4.2267 -0.8047 -0.2285 -0.08 -0.29 0.46
H 0.4181 1.3475 0.5324 -0.04 -0.03 0.46
H 1.2997 -0.5504 0.1808 -0.02 -0.60 0.75
H 2.3704 -0.4883 1.6437 0.00 -0.07 0.01
H 3.4791 1.4441 -0.0670 0.28 -0.23 0.47
H 3.8217 -0.2664 -0.4604 0.09 -0.24 0.27
H 2.4927 0.6269 -1.1769 0.13 -0.19 -0.05
H 1.5909 1.9980 1.4739 0.85 0.78 0.20
H -0.8077 1.3752 -1.3475 0.00 -0.04 -0.05
O -0.3920 0.6526 -0.8432 -0.06 0.22 -0.38

=====

# 4
48
Properties=species:S:1:pos:R:3:forces:R:3 method="wB97M-V/def2-TZVPD" e_lumo_ev=-14.45 homo_ev=-18.827 e_above_lowest_ev=2.285 energy_ev=-49670.151 total_charge=+3
Be -5.3722 7.6489 -5.0061 2.94 2.15 1.80
Be -2.2352 6.0148 -8.5066 0.02 3.36 -2.05
Be -4.5464 10.8296 -8.6523 1.08 -3.64 0.01
C -3.4756 8.5001 -7.1692 -2.25 0.56 -1.48
O -3.4826 7.3327 -6.6856 0.95 -3.72 0.50
O -3.2223 8.7195 -8.3777 0.68 1.49 -1.50
O -4.0497 9.3741 -6.4725 -2.09 2.50 1.22
P -5.7352 8.9527 -11.9705 -2.53 -0.06 -3.08
F -5.2472 7.4882 -12.4543 0.85 0.13 1.26
F -7.1042 8.3031 -11.2916 1.48 0.62 -0.76
F -5.0169 8.7861 -10.5218 1.22 -0.07 2.12
F -6.2310 10.4275 -11.4730 -0.14 0.40 0.66
F -4.3821 9.6944 -12.4940 0.54 -0.67 0.51
F -6.3459 9.1257 -13.4284 -0.62 0.46 0.95
C -2.6647 9.5869 -3.4071 0.19 -0.59 -1.08
C -3.8242 9.0202 -2.5472 1.16 1.03 1.62
C -5.0571 9.9353 -2.4383 1.02 -1.30 -0.15
O -5.6991 9.7780 -3.6831 -2.07 -0.02 -1.46
C -6.8190 10.6988 -3.8502 -0.67 1.30 -1.23
N -4.2073 7.5956 -2.7335 -0.24 0.24 -1.67
H -1.7965 10.0062 -2.8987 -0.41 -0.19 0.95
H -2.8721 10.3818 -4.1235 -0.76 -0.27 -0.11
H -2.2096 8.7612 -3.9541 -0.05 -0.12 -0.34
H -3.3417 9.0067 -1.5699 -0.36 0.15 0.49
H -4.6621 10.9411 -2.2953 -0.37 0.19 -0.06
H -5.7690 9.6499 -1.6637 0.26 0.08 0.31
H -7.5027 10.4744 -4.6689 0.77 -0.80 -0.62
H -6.4379 11.6968 -4.0666 0.42 -0.07 0.02
H -7.6132 10.8928 -3.1292 0.81 -0.92 1.46
H -4.5800 7.2891 -1.8462 -1.63 0.07 0.15
H -3.3967 6.9992 -2.6476 0.87 -0.11 -1.16
C -1.3714 8.0890 -12.8216 0.66 -0.30 0.96
C -1.1850 7.3867 -11.4185 0.51 -0.04 -1.94
C -0.5454 8.2382 -10.3986 -0.96 1.93 0.69
O -0.3891 7.5425 -9.2002 -0.71 -3.48 0.56
C 0.3445 8.2014 -8.2211 0.16 0.42 1.30
N -2.4794 6.8987 -10.9957 -0.33 -0.56 1.43
H -1.8031 7.3418 -13.4875 0.00 0.29 -0.19
H -0.3741 8.3612 -13.1674 0.05 -0.16 -0.20
H -1.9524 9.0112 -12.8114 -0.30 -0.24 0.23
H -0.5185 6.5415 -11.5904 -0.11 -0.23 0.00
H -1.1901 9.0527 -10.0682 -0.33 0.61 -0.79
H 0.3930 8.6957 -10.7118 0.19 -0.42 -0.20
H 1.1137 8.8043 -8.7038 0.17 -0.07 0.39
H 0.7352 7.4581 -7.5260 0.45 0.03 -0.28
H -0.3316 8.8082 -7.6189 0.06 0.57 -0.09
H -3.1322 7.6689 -11.0205 -0.50 0.65 0.85
H -2.8805 6.3653 -11.7538 -0.08 -1.19 0.00

=====

# 5
37
Properties=species:S:1:pos:R:3:forces:R:3 method="wB97M-V/def2-TZVPD" e_lumo_ev=0.38 homo_ev=-9.376 smiles="C=CC[C@@H](C)NC=O.O.O.O.O.O.O" e_above_lowest_ev=2.369 energy_ev=-22415.622
O 3.4023 1.4383 -1.0258 -1.38 -0.68 0.90
C 2.3877 0.9704 -0.5097 0.19 1.29 -1.55
N 1.1027 1.4252 -0.8624 0.11 0.04 0.76
C -0.1158 1.2602 0.0432 1.45 4.44 -0.96
C 0.2271 1.7242 1.5145 0.22 1.51 -1.42
C 0.9855 0.6987 2.2779 1.63 0.92 -0.23
C 0.4457 -0.3527 2.8802 -1.66 0.76 -0.69
C -1.1928 2.2799 -0.6116 -1.53 -0.91 1.22
H 2.4238 0.1256 0.1982 -0.15 0.29 -0.20
H 1.0903 2.3314 -1.3824 0.33 -1.24 0.68
H -0.3585 0.2434 0.1339 -0.92 -1.24 -0.54
H 0.9021 2.6578 1.4513 -1.19 -1.24 -0.06
H -0.6775 2.0387 2.0342 -0.18 -0.22 -0.04
H 2.0643 1.0486 2.1931 -1.04 -1.40 1.17
H -0.6519 -0.5431 2.6991 1.19 0.32 0.45
H 0.9099 -0.9721 3.5994 0.76 -0.73 0.28
H -2.0993 2.2765 0.1477 1.43 -0.26 -2.21
H -0.9736 3.3470 -0.6311 1.20 0.03 0.78
H -1.4141 2.1978 -1.7276 -0.18 -1.06 1.59
H -0.8162 -2.0443 0.4654 -0.91 -0.11 0.40
H -2.3498 -2.1196 0.8614 -0.25 -0.36 0.22
O -1.7292 -1.6557 0.3077 0.77 0.38 -0.38
H 1.0303 -2.8111 1.5920 0.71 -0.50 2.01
H 1.1246 -1.8409 0.4417 -0.32 -1.68 0.05
O 0.6131 -2.6377 0.7836 -0.10 1.63 -1.96
H 0.0585 -1.4614 -2.9100 0.78 0.05 -0.52
H 0.5889 -0.1009 -3.0941 1.21 -1.59 -0.23
O 0.9290 -1.0520 -3.1718 -1.87 1.62 0.68
H -3.6473 1.0909 0.7686 -3.65 5.04 -5.45
H -2.4781 0.0887 0.9695 2.44 -1.39 -2.08
O -3.2093 0.5450 1.2482 0.96 -3.86 7.62
H 1.8787 -1.5496 -1.7951 0.60 -0.60 -0.41
H 2.8989 -2.6352 -1.1714 1.89 -2.75 -1.20
O 2.3619 -1.9256 -1.0248 -2.21 3.60 1.26
H -2.4186 -1.7099 -2.7523 1.21 0.95 0.68
H -1.6094 -1.2573 -1.5103 -0.35 -0.47 2.18
O -1.6838 -1.1193 -2.4304 -1.19 -0.55 -2.78

=====

# 6
10
Properties=species:S:1:pos:R:3:forces:R:3 method="wB97M-V/def2-TZVPD" e_lumo_ev=-0.18 homo_ev=-10.507 smiles="N#CNN(O)[N+](=O)[O-]" e_above_lowest_ev=1.883 energy_ev=-13165.194
C 1.5280 0.9974 0.5604 2.78 3.29 2.45
N 2.1757 1.7164 1.2468 -2.01 -2.67 -1.98
N 0.8378 0.4639 -0.4505 0.69 -2.04 1.49
N 0.0664 -0.6317 -0.1029 -0.88 -0.37 0.98
N -1.3204 -0.1431 0.5465 1.39 -1.25 -0.06
O -1.0900 0.6920 1.3584 -0.88 0.76 0.34
O -2.2818 -0.7984 0.2767 0.34 0.76 0.24
O -0.3577 -1.2571 -1.2023 0.43 -1.67 -2.06
H 0.4087 1.1325 -0.9881 -1.40 1.90 -1.89
H 0.0331 -2.1720 -1.2448 -0.45 1.30 0.49

=====

# 7
90
Properties=species:S:1:pos:R:3:forces:R:3 method="wB97M-V/def2-TZVPD" e_lumo_ev="-8.51 / -11.44" homo_ev="-16.674 / -17.235" energy_ev=-75520.600 multiplicity=6 total_charge=+3
Ir 0.2748 0.0505 -0.0668 1.29 1.28 0.33
C -1.5154 -3.8236 -0.2708 -0.04 0.02 -0.03
C -1.7166 -2.4629 -0.9112 0.10 -0.09 -0.09
C -2.2371 -2.5642 -2.3327 -0.02 -0.02 0.05
C -2.5824 -1.5599 -0.0564 0.03 0.00 -0.01
O -0.3695 -1.7856 -0.9698 -0.09 -0.83 -0.48
Si 1.0612 -2.2752 -1.7729 -0.30 -0.22 -0.02
S 2.2162 -0.5210 -1.1038 -0.34 0.14 0.21
O 1.5558 -3.6224 -1.1204 -0.08 0.08 0.10
C 2.7330 -4.3356 -0.5983 0.05 0.05 -0.04
C 2.9245 -3.8756 0.8360 0.02 0.00 -0.01
C 3.9259 -3.9899 -1.4687 0.02 -0.03 0.02
C 2.3846 -5.8093 -0.6749 0.01 0.02 0.00
O 0.7834 -2.2686 -3.3247 -0.09 0.10 0.06
C 1.3196 -1.8529 -4.6312 0.08 0.00 0.03
C 0.9317 -0.3975 -4.8226 0.02 0.00 -0.01
C 2.8245 -2.0408 -4.6110 0.00 0.00 -0.04
C 0.6504 -2.7529 -5.6516 0.01 0.01 0.01
H -2.4798 -4.3253 -0.1933 -0.02 -0.01 0.01
H -1.0961 -3.7323 0.7322 0.00 0.01 0.01
H -0.8560 -4.4526 -0.8662 -0.01 0.01 -0.01
H -3.2233 -3.0280 -2.3174 -0.02 0.00 0.00
H -1.5868 -3.1773 -2.9543 0.00 -0.01 0.02
H -2.3295 -1.5794 -2.7928 -0.01 0.01 0.01
H -3.5787 -1.9926 0.0271 -0.02 0.01 0.01
H -2.6909 -0.5709 -0.5090 -0.01 0.03 -0.03
H -2.1791 -1.4671 0.9553 0.02 -0.01 0.04
H 3.1105 -2.7989 0.8813 -0.02 -0.01 0.00
H 3.7831 -4.3790 1.2786 0.01 -0.01 0.00
H 2.0468 -4.1292 1.4333 -0.01 0.00 0.01
H 4.1422 -2.9191 -1.4440 0.00 0.01 0.01
H 3.7516 -4.2978 -2.4987 0.00 -0.01 -0.02
H 4.8115 -4.5119 -1.1079 0.01 -0.01 0.00
H 1.4918 -6.0280 -0.0893 -0.01 0.01 0.01
H 3.2068 -6.4036 -0.2778 0.01 0.00 0.00
H 2.2121 -6.1122 -1.7066 0.00 0.01 -0.02
H 1.3685 0.2313 -4.0418 -0.01 -0.02 0.00
H -0.1549 -0.2943 -4.8220 -0.01 0.01 0.00
H 1.2982 -0.0362 -5.7827 0.00 0.00 -0.02
H 3.2943 -1.4227 -3.8421 0.00 0.02 0.01
H 3.2477 -1.7478 -5.5712 0.01 0.00 -0.01
H 3.0784 -3.0854 -4.4372 0.00 -0.02 0.00
H -0.4335 -2.6459 -5.6118 -0.01 0.01 0.00
H 0.9081 -3.7959 -5.4741 0.01 -0.01 0.01
H 0.9830 -2.4851 -6.6540 0.01 0.01 -0.01
C -0.4358 0.3500 5.5119 0.06 0.00 0.01
N -0.0783 -0.1272 4.1740 0.00 -0.04 -0.06
C 0.0757 0.5638 3.0562 0.18 0.07 -0.04
N 0.3449 -0.2791 2.0591 -0.31 -0.40 0.06
C 0.3420 -1.5097 2.6621 -0.04 -0.01 0.04
N 0.0843 -1.4455 3.9371 -0.01 -0.03 0.06
C -1.9336 0.3994 5.7267 -0.04 0.01 0.01
C -2.5052 -0.2211 6.8468 0.01 0.01 0.00
C -3.8712 -0.1508 7.1011 -0.02 0.02 -0.03
C -4.7008 0.5264 6.2312 0.01 -0.01 0.02
C -4.1401 1.1415 5.0943 -0.05 0.03 -0.05
C -2.7535 1.0830 4.8591 0.03 -0.01 0.00
C -4.9890 1.8077 4.1768 0.11 -0.02 0.04
N -6.3200 1.9600 4.2428 -0.05 -0.09 0.17
N -6.6998 2.6096 3.1741 -0.15 0.07 -0.11
C -5.6062 2.8636 2.4402 0.06 0.05 -0.07
O -4.5055 2.3730 3.0498 0.08 0.00 -0.03
C -5.5282 3.5190 1.1871 -0.01 -0.03 0.05
C -6.7115 3.9692 0.5687 0.00 0.01 -0.02
C -6.6289 4.5768 -0.6674 0.01 -0.02 0.05
C -5.3917 4.7342 -1.2842 0.01 0.01 0.01
C -4.2059 4.3035 -0.6722 -0.04 0.01 0.03
C -2.8716 4.5423 -1.3464 0.05 0.02 -0.03
N -2.0756 3.3177 -1.4591 0.01 -0.06 -0.02
C -1.2192 2.7976 -0.5951 0.19 0.05 0.00
N -0.7653 1.6408 -1.0776 -0.39 -0.24 -0.21
C -1.4067 1.5151 -2.2821 -0.06 0.02 0.00
N -2.2067 2.5117 -2.5332 -0.05 0.02 -0.04
C -4.2798 3.7025 0.5631 0.02 0.00 -0.03
H 0.0185 1.3338 5.6370 -0.04 0.00 0.02
H 0.0395 -0.3315 6.2136 -0.01 0.02 0.00
H 0.0439 1.6387 2.9970 -0.03 0.03 0.00
H 0.5535 -2.4285 2.1401 -0.02 -0.01 -0.01
H -1.8690 -0.7629 7.5359 0.01 -0.01 0.01
H -4.2804 -0.6315 7.9780 -0.01 -0.01 0.01
H -5.7665 0.5895 6.4043 -0.01 0.00 0.00
H -2.3507 1.5895 3.9911 0.01 0.00 0.00
H -7.6620 3.8310 1.0656 -0.01 0.00 0.00
H -7.5239 4.9277 -1.1605 -0.02 0.00 -0.01
H -5.3452 5.2073 -2.2574 0.00 0.01 -0.01
H -2.2716 5.2697 -0.7980 -0.04 0.00 0.01
H -3.0041 4.9119 -2.3606 0.00 0.01 0.02
H -0.9084 3.2787 0.3171 -0.02 0.01 0.04
H -1.2472 0.6910 -2.9580 -0.01 -0.02 0.01
H -3.3870 3.3701 1.0775 0.01 0.00 -0.01